#P
The following is a quantum chemistry calculation of an isolated ion of composition C5H15N2O and charge +1, from the OMol25 dataset.

Results
- Structure (SMILES): CN(C)C[C@H]([NH3+])CO
- HOMO: -12.373 eV
- LUMO: -3.39 eV
- Orbital gap: 8.99 eV

```
! wB97M-V def2-TZVPD RIJCOSX def2/J DEFGRID3
* xyz 1 1
C 0.46833 0.90870 2.08473
N -0.05326 -0.21009 1.30072
C -0.90845 -1.11018 2.07948
C -0.68867 0.19924 0.07184
C 0.42269 0.48520 -0.94691
N -0.19763 1.07620 -2.21123
C 1.18136 -0.74678 -1.39399
O 0.33787 -1.52070 -2.24139
H 0.17769 0.83565 3.12098
H 1.55464 0.98052 2.00462
H 0.08610 1.88951 1.73977
H -1.03519 -2.04863 1.54262
H -0.43338 -1.30278 3.03162
H -1.92993 -0.71179 2.20724
H -1.27403 -0.64155 -0.28425
H -1.26699 1.11878 0.22987
H 1.08187 1.22547 -0.52313
H 0.20936 1.96620 -2.50787
H -0.14602 0.36404 -2.95427
H -1.19096 1.28488 -2.07702
H 2.06518 -0.47536 -1.97420
H 1.54846 -1.26785 -0.52188
H -0.00903 -2.29869 -1.77735
*
```

#Q
The following is a quantum chemistry calculation of an isolated ion of composition C5H15N2O and charge +1, from the OMol25 dataset.

Results
- Structure (SMILES): NCC[NH2+]CCCO
- HOMO: -13.842 eV
- LUMO: -2.55 eV
- Orbital gap: 11.29 eV

```
! wB97M-V def2-TZVPD RIJCOSX def2/J DEFGRID3
* xyz 1 1
N 2.54735 -1.59684 -1.07766
C 1.52227 -2.12461 -0.16635
C 0.68296 -1.00409 0.40084
N 0.24992 0.13555 -0.46118
C 0.19324 1.50516 0.17890
C -1.16164 1.68821 0.81910
C -2.34826 1.45348 -0.10516
O -2.39863 -0.01693 -0.21635
H 3.12721 -2.35577 -1.41335
H 3.23550 -1.08899 -0.51890
H 0.98537 -2.86685 -0.75085
H 1.96836 -2.59206 0.71383
H -0.19607 -1.34480 0.93443
H 1.36547 -0.54047 1.10794
H -0.69053 -0.03491 -0.80369
H 0.90789 0.14500 -1.24647
H 0.25781 2.23774 -0.62523
H 1.04314 1.60913 0.84606
H -1.24365 2.58597 1.43655
H -1.31426 0.99259 1.64175
H -3.31034 1.69860 0.33119
H -2.17396 1.82327 -1.11296
H -3.24917 -0.30837 0.08755
*
```

#R
The following is a quantum chemistry calculation of a 3-piece molecular cluster, C5H15N2O overall, from the OMol25 dataset.

Results
- HOMO: -13.359 eV
- LUMO: -8.30 eV
- Orbital gap: 5.06 eV

```
! wB97M-V def2-TZVPD RIJCOSX def2/J DEFGRID3
* xyz 1 1
C -0.53083 2.24832 -0.94507
C -0.26053 1.72376 0.47217
C -0.51638 0.25537 0.65980
C 0.43074 -0.58093 1.18127
C -2.12750 -1.59456 0.54530
N -1.69788 -0.23978 0.27328
N 0.36688 1.58459 -1.87456
H -0.57635 3.33444 -0.92967
H -1.54468 1.88593 -1.15486
H 0.79384 1.87176 0.73324
H -0.72883 2.35209 1.22618
H 2.74950 -2.93858 1.45577
H 0.30502 -1.63643 1.39524
H -3.19645 -1.73380 0.38178
H -1.88619 -1.88433 1.56076
H -1.72712 -2.34937 -0.13582
H -1.96890 0.08943 -0.65910
H 0.44233 2.11643 -2.72896
H 1.29095 1.47134 -1.48093
H 3.26153 -2.60629 1.87464
H 2.57091 -1.84623 -0.91608
H 1.89839 -0.61755 -0.20312
O 2.65155 -0.90559 -0.73125
*
```

#S
The following is a quantum chemistry calculation of a 2-piece molecular cluster, C5H15N2O overall, from the OMol25 dataset.

Results
- HOMO: -11.201 eV
- LUMO: -2.97 eV
- Orbital gap: 8.23 eV

```
! wB97M-V def2-TZVPD RIJCOSX def2/J DEFGRID3
* xyz 1 1
C -1.72509 1.45594 0.49836
C -1.98962 0.00604 -0.06135
C -0.67577 -0.67497 -0.36871
C 0.32828 -0.36936 -1.22431
N 1.40103 -1.18998 -1.35858
C 2.44768 -1.09448 -2.34844
N -1.21663 1.41358 1.90027
H -1.04921 1.98080 -0.17201
H -2.68049 1.97092 0.41233
H -2.53711 -0.63208 0.63735
H -2.65812 0.19809 -0.90908
H -0.55221 -1.57246 0.23781
H 0.18413 0.53376 -1.81399
H 1.27560 -2.08737 -0.91106
H 2.46804 -0.05720 -2.68878
H 3.43644 -1.26887 -1.92629
H 2.28380 -1.73042 -3.22294
H -0.33164 0.83657 2.06079
H -1.90119 0.93040 2.48515
H -1.06815 2.38522 2.16538
H 1.30259 -0.30697 1.24203
H 1.93336 0.15183 2.53936
O 1.08090 0.05146 2.10927
*
```

Stability summary: most stable #Q, least stable #R.

#P
The following is a quantum chemistry calculation of a 11-piece molecular cluster, C16H54O11 overall, from the OMol25 dataset.

Results
- Structure (SMILES): CCO.CCO.CCO.CCO.CCO.CO.CO.CO.CO.CO.CO
- HOMO: -9.144 eV
- LUMO: -0.10 eV
- Orbital gap: 9.05 eV

```
! wB97M-V def2-TZVPD RIJCOSX def2/J DEFGRID3
* xyz 0 1
C 0.86527 4.60092 -1.83259
C 0.35907 4.85389 -0.36994
O 0.05896 3.65653 0.26722
H 0.23757 3.76202 -2.36423
H 1.93348 4.32473 -1.84715
H 0.77410 5.46748 -2.40332
H -0.44721 5.51093 -0.31577
H 1.17701 5.28272 0.31852
H -0.78659 3.38345 -0.06402
C -1.86608 -4.36051 0.68025
C -3.23223 -4.70712 -0.03279
O -3.25472 -6.11611 0.14345
H -0.97790 -4.75130 0.23194
H -1.86947 -4.63594 1.70259
H -1.85467 -3.30526 0.52663
H -3.06081 -4.42530 -1.11255
H -4.15359 -4.34690 0.47053
H -3.52916 -6.27780 1.06398
C 1.65492 2.85092 3.09932
C 2.95308 3.28021 3.72840
O 2.63677 4.12143 4.80426
H 0.95242 2.52206 3.86345
H 1.75339 1.95702 2.46544
H 1.24127 3.73831 2.56402
H 3.50888 3.98988 3.01494
H 3.63628 2.46439 3.99177
H 2.16792 4.82426 4.41087
C 1.54560 0.59815 -0.84539
C 0.12259 0.12919 -1.15861
O -0.06953 -1.01854 -0.31929
H 1.70936 1.58693 -1.19685
H 2.28504 -0.17495 -1.08362
H 1.67091 0.60064 0.22791
H -0.07247 -0.07519 -2.24366
H -0.55670 0.95886 -0.92328
H -0.61263 -0.72399 0.43416
C 2.31764 -3.88121 -3.21775
C 2.03164 -2.74854 -2.28402
O 1.03491 -3.13605 -1.31755
H 1.40977 -3.99716 -3.87998
H 2.60310 -4.79458 -2.71678
H 3.12027 -3.64526 -3.87400
H 1.69389 -1.85305 -2.81319
H 3.02374 -2.51445 -1.74144
H 0.67301 -2.30845 -0.82293
C -0.52385 1.24380 -4.66752
O -1.85348 0.92092 -4.31972
H 0.13762 0.36715 -4.60608
H 0.00578 1.98693 -4.06241
H -0.53880 1.67162 -5.62531
H -1.86903 0.00886 -4.40535
C 0.61914 -3.11556 2.81715
O -0.23340 -3.19930 3.98760
H 0.42054 -2.17197 2.24200
H 0.49792 -4.00695 2.16996
H 1.60534 -3.29235 3.05284
H -1.05726 -3.23134 3.64334
C 3.10582 -0.97212 1.85330
O 3.81061 -1.78010 2.74684
H 3.80408 -0.40310 1.22733
H 2.37758 -0.28706 2.31173
H 2.52388 -1.62039 1.16518
H 4.26736 -1.24039 3.39852
C -2.64695 3.33485 -1.51630
O -2.42459 2.74008 -0.27716
H -2.44999 4.43168 -1.49820
H -3.65374 3.16232 -1.85102
H -1.93175 2.78676 -2.14075
H -3.05774 3.07607 0.39943
C -0.75373 0.73122 2.29570
O -1.62109 -0.26286 1.83017
H -0.57161 1.47527 1.48085
H 0.26252 0.36449 2.48859
H -1.11551 1.26697 3.05729
H -2.42113 -0.14434 2.32395
C -3.06285 -0.47582 -1.25525
O -3.26892 -1.82998 -1.03676
H -2.89016 0.02057 -0.27626
H -4.01482 -0.09423 -1.70709
H -2.28734 -0.18622 -2.00616
H -3.99856 -1.94272 -0.46941
*
```

#Q
The following is a quantum chemistry calculation of a 11-piece molecular cluster, C16H54O11 overall, from the OMol25 dataset.

Results
- Structure (SMILES): CCO.CCO.CCO.CCO.CCO.CO.CO.CO.CO.CO.CO
- HOMO: -9.204 eV
- LUMO: 0.33 eV
- Orbital gap: 9.53 eV

```
! wB97M-V def2-TZVPD RIJCOSX def2/J DEFGRID3
* xyz 0 1
C -3.00193 -2.38269 0.57651
C -1.95793 -3.09869 1.36351
O -1.89193 -2.41169 2.59851
H -2.72393 -1.37569 0.37151
H -3.92593 -2.32869 1.17751
H -3.24993 -2.88569 -0.36049
H -0.96293 -3.27969 0.95451
H -2.21793 -4.22669 1.52251
H -1.48893 -3.00969 3.19551
C 3.28207 -0.94469 -0.87849
C 3.14107 -0.09369 -2.17049
O 3.78507 1.12031 -1.81549
H 4.25507 -0.90169 -0.54649
H 2.90907 -1.94469 -1.08349
H 2.67307 -0.58769 -0.08249
H 2.09607 0.23731 -2.48749
H 3.73407 -0.45069 -3.04949
H 4.68107 0.90631 -2.08949
C -0.75393 -3.60769 -2.17349
C 0.52807 -2.91069 -2.56649
O 0.55007 -2.92869 -3.99949
H -0.83793 -4.48569 -2.87549
H -1.59193 -2.96369 -2.25849
H -0.73293 -3.97269 -1.16549
H 1.32807 -3.33069 -1.94949
H 0.48507 -1.81569 -2.31449
H 0.87707 -2.07269 -4.23249
C -3.07393 4.00631 0.83951
C -2.44393 2.93831 -0.11549
O -2.77993 1.68631 0.49451
H -2.41393 4.23831 1.69851
H -3.96493 3.65131 1.28551
H -3.19693 4.95731 0.29651
H -1.37893 3.14931 -0.28549
H -2.94693 3.07131 -1.07449
H -2.35393 1.59431 1.33451
C 1.49907 3.60031 -2.00949
C 1.53707 4.92931 -2.57049
O 1.53407 5.87931 -1.56349
H 0.65507 3.27031 -1.45449
H 2.29707 3.53031 -1.29249
H 1.63907 2.89631 -2.82249
H 0.67707 5.17231 -3.24549
H 2.36507 5.14531 -3.10349
H 1.06607 6.58931 -1.94149
C -4.47393 -0.09669 3.04751
O -3.15693 0.13131 2.95851
H -4.88793 0.55531 3.75651
H -4.60593 -1.13669 3.09251
H -4.82893 0.19531 2.03851
H -2.71693 -0.73869 2.68851
C 1.82007 2.86831 1.62251
O 2.39307 1.76531 1.04051
H 2.30707 3.21331 2.54151
H 0.84207 2.55331 1.83451
H 1.80907 3.70931 0.88651
H 3.27407 2.01231 0.73951
C -0.01993 -0.55669 0.54351
O 0.01207 0.71031 -0.01749
H 1.01407 -0.81769 0.86051
H -0.43793 -1.32369 -0.10749
H -0.62493 -0.60369 1.43551
H 0.82707 1.13831 0.08551
C 1.90807 -4.01569 1.11751
O 2.78707 -5.07269 1.56751
H 1.68507 -4.04269 0.01351
H 2.43907 -3.08469 1.28651
H 0.89107 -4.04669 1.57351
H 3.61607 -4.83369 1.12151
C -1.07393 0.59031 -2.96949
O -1.99793 0.19631 -1.98449
H -0.61993 1.64631 -3.11449
H -1.66493 0.42131 -3.92749
H -0.28893 -0.20369 -2.96749
H -1.97993 0.77331 -1.20549
C 1.42007 -0.75369 3.58951
O 0.55007 -1.72569 4.11051
H 0.83307 -0.04269 3.07651
H 2.13907 -1.17369 2.94851
H 2.08007 -0.26369 4.33251
H 1.02807 -2.50569 4.25351
*
```

Stability summary: most stable #Q, least stable #P.